A molecular structure, C37H26CrN6O8, computed with wB97M-V/def2-TZVPD.

Calculated values
Frontier orbital gap (spin up / spin down) (eV): 6.45 / 6.54
Charge: -1
LUMO (spin up / spin down) (eV): 1.6854 / 1.6854
Multiplicity: 4
ΔE to the lowest compared entry with this formula, charge and spin (eV): 0.125

Structure (XYZ):
```
78
Properties=species:S:1:pos:R:3:forces:R:3
Cr -3.24034 0.30277 -0.84171 -0.21 -0.09 0.17
C -4.29187 -1.89189 -4.50013 -0.14 -0.06 -0.01
O -3.86395 -3.15506 -3.99507 0.30 0.11 0.03
C -4.05006 -3.44197 -2.66773 -0.19 -0.04 -0.01
C -4.36360 -4.75158 -2.37547 -0.05 0.02 -0.02
C -4.59567 -5.17046 -1.06470 0.00 -0.01 0.00
C -4.53110 -4.23951 -0.05570 0.00 0.01 -0.01
C -4.18628 -2.90419 -0.31528 -0.02 0.00 0.05
C -4.16573 -2.00641 0.82417 0.07 -0.02 -0.06
N -3.75330 -0.80056 0.79008 0.02 0.08 -0.11
N -3.85541 -0.05397 1.95328 0.00 0.00 0.03
C -3.42413 1.16022 1.73539 0.08 0.03 0.04
O -2.97330 1.61554 0.61945 -0.03 -0.09 0.00
C -3.39786 2.08733 2.90516 0.00 -0.03 -0.01
C -2.96716 3.39674 2.72252 0.01 -0.01 -0.01
C -2.90582 4.26916 3.79987 0.00 0.01 0.00
C -3.27293 3.83995 5.06733 0.00 0.01 0.00
C -3.70763 2.53320 5.25306 0.00 -0.01 -0.01
C -3.77170 1.66113 4.17768 0.00 0.00 0.02
C -3.88943 -2.47477 -1.63453 0.05 -0.04 -0.07
O -3.47432 -1.28402 -1.95432 0.12 0.09 0.08
H -3.59151 -1.09509 -4.26885 0.03 0.00 0.00
H -5.26959 -1.61788 -4.09831 0.00 0.00 0.02
H -4.36686 -2.02448 -5.57881 -0.03 0.00 0.00
H -4.44441 -5.44096 -3.20752 0.00 0.00 0.01
H -4.84940 -6.20187 -0.85827 0.00 0.01 0.01
H -4.74298 -4.52416 0.96917 0.00 -0.01 -0.01
H -4.54361 -2.38363 1.77392 0.01 0.00 0.02
H -2.68669 3.71099 1.72628 0.00 0.00 0.00
H -2.57279 5.28837 3.64705 0.00 0.00 0.01
H -3.22570 4.52195 5.90776 0.00 0.00 0.00
H -4.00223 2.19488 6.23918 0.00 0.00 0.00
H -4.11705 0.64405 4.30457 0.00 0.00 -0.01
O -4.42345 3.05845 -3.40045 0.02 -0.02 0.01
C -4.27808 2.18866 -2.57229 -0.02 0.01 -0.04
O -3.14673 1.60891 -2.27389 0.00 0.05 -0.04
C -5.47643 1.62213 -1.74548 -0.03 0.01 -0.02
O -6.60898 2.00830 -1.92069 0.02 -0.02 0.03
O -5.10990 0.70699 -0.89019 -0.05 0.11 -0.09
C 10.98576 0.82306 -1.27112 0.00 0.00 0.01
O 10.28317 0.77076 -0.04428 0.02 0.01 -0.02
C 8.92912 0.65245 -0.10312 0.01 0.00 0.00
C 8.26701 0.62222 1.12137 -0.02 0.00 0.01
C 6.89267 0.50327 1.16084 0.01 0.00 0.00
C 6.14458 0.40876 -0.01374 0.01 0.00 0.00
C 6.81834 0.44277 -1.22831 0.01 0.00 0.00
C 8.19896 0.56388 -1.28309 -0.01 0.00 -0.01
C 4.68410 0.27978 -0.01347 -0.03 0.00 0.02
N 3.93215 0.27929 -1.08686 0.01 0.01 -0.02
C 2.64382 0.13860 -0.62705 0.03 0.00 -0.01
C 2.62191 0.05087 0.73692 0.03 0.01 0.01
N 3.93823 0.14330 1.12754 0.02 -0.01 0.01
C 1.42335 -0.14948 1.48160 -0.04 -0.01 -0.01
C 1.37477 -0.33722 2.86690 -0.01 -0.01 0.00
C 0.16835 -0.59979 3.46366 0.02 0.01 0.02
C -0.96979 -0.67523 2.65568 -0.03 0.01 -0.05
N -0.94666 -0.47701 1.35362 0.00 -0.02 0.03
C 0.21360 -0.20397 0.75250 0.03 -0.02 0.01
C 0.20427 -0.02032 -0.70655 0.04 0.12 -0.02
N -0.97597 0.02421 -1.37253 0.05 -0.16 0.00
C -0.93487 0.07067 -2.69632 -0.04 -0.02 0.02
C 0.24206 0.12662 -3.44447 -0.01 0.01 -0.02
C 1.43766 0.16754 -2.78540 0.01 0.00 -0.02
C 1.42966 0.09366 -1.39001 -0.03 0.01 0.02
H 12.03573 0.92818 -1.01339 0.01 0.00 0.00
H 10.67366 1.68088 -1.87217 0.00 0.00 0.00
H 10.84578 -0.09370 -1.84963 0.00 0.00 0.00
H 8.84994 0.69756 2.02968 0.00 0.00 -0.01
H 6.40849 0.49414 2.13015 0.00 0.00 0.00
H 6.24150 0.37358 -2.14059 0.00 0.00 0.01
H 8.68745 0.58672 -2.24621 0.00 0.00 0.00
H 4.29035 0.09270 2.06536 0.00 0.00 0.00
H 2.28229 -0.28816 3.45819 0.00 0.00 0.00
H 0.08744 -0.75379 4.53109 0.00 0.00 0.00
H -1.94515 -0.88809 3.08041 0.01 0.00 0.01
H -1.88752 0.09634 -3.19862 -0.01 -0.03 -0.01
H 0.17697 0.16728 -4.52258 0.01 0.00 0.00
H 2.38478 0.25039 -3.30260 0.00 0.00 0.01
```
Forces are in eV/Å.

Here are the Löwdin charges for atoms 1 to 6, given in e: atom 1 (Cr): 0.956, atom 2 (C): -0.063, atom 3 (O): -0.089, atom 4 (C): -0.214, atom 5 (C): -0.022, atom 6 (C): -0.115